Here is a molecular structure, C31H18Cl2F15N2O5PS2Se2Tc from the Open Molecules 2025 dataset. Energies are from ωB97M-V with the def2-TZVPD basis set.

Results
orbital gap	7.18	eV
multiplicity	1
total charge	-1
relative energy (zero: lowest compared OMol25 entry of this formula, charge and spin)	16.2	kcal per mole

Atoms and positions in Å:
1 Tc 1.196122 -0.139109 0.189344
2 Se 0.197704 -2.207599 -0.749440
3 P -3.190478 -1.482497 -1.391286
4 Se -1.886987 -2.305757 0.274837
5 C -3.415690 0.289237 -0.970114
6 C -3.283741 0.836191 0.303272
7 C -3.475584 2.194386 0.507555
8 C -3.790908 3.022501 -0.560921
9 C -3.918256 2.490462 -1.836781
10 C -3.727795 1.130782 -2.038020
11 C -4.740371 -2.209500 -0.711623
12 C -5.673852 -1.515750 0.052607
13 C -6.824526 -2.149570 0.505034
14 C -7.053533 -3.483380 0.205265
15 C -6.127869 -4.185504 -0.556882
16 C -4.985781 -3.550699 -1.015364
17 H -2.992503 0.205185 1.134001
18 H -3.339357 2.609077 1.497948
19 H -3.912665 4.087132 -0.401718
20 H -4.142886 3.135572 -2.677342
21 H -3.798477 0.717212 -3.038703
22 H -5.503160 -0.475062 0.297241
23 H -7.540316 -1.596605 1.100612
24 H -7.948612 -3.976029 0.563977
25 H -6.298037 -5.227968 -0.795629
26 H -4.264916 -4.098725 -1.611924
27 F -0.917904 0.717234 5.722309
28 C -1.196612 0.469655 4.442392
29 F -2.220621 -0.386109 4.388877
30 F -1.570647 1.606804 3.859428
31 S 0.262024 -0.279996 3.589160
32 O -0.162860 -0.227523 2.200456
33 O 0.431193 -1.537992 4.231499
34 N 1.452930 0.691380 3.911610
35 S 1.792084 1.892935 2.963592
36 O 0.961017 3.044907 3.133830
37 O 2.139817 1.498886 1.598730
38 C 3.409485 2.411286 3.675795
39 F 4.339891 1.479454 3.567502
40 F 3.263458 2.735999 4.959024
41 F 3.813081 3.497115 3.008345
42 Cl -0.477805 -0.028571 -3.201430
43 C -0.293466 1.625843 -2.733164
44 C -0.404160 2.574262 -3.737736
45 C -0.319094 3.921192 -3.441394
46 C -0.141724 4.312158 -2.124493
47 C -0.049643 3.360859 -1.127053
48 Cl 0.144303 3.896273 0.498238
49 C -0.093681 1.973623 -1.383790
50 N 0.007042 1.084893 -0.332485
51 H -0.562568 2.232850 -4.751518
52 H -0.401102 4.660537 -4.226908
53 H -0.083218 5.356845 -1.851349
54 F 5.177008 -3.295306 0.637290
55 C 4.111958 -2.504838 0.430432
56 F 3.353104 -3.094943 -0.508039
57 F 4.583033 -1.368750 -0.092425
58 C 3.277084 -2.217621 1.720542
59 O 2.353557 -1.255474 1.550189
60 C 4.289362 -1.797969 2.837990
61 F 5.132316 -0.856645 2.384067
62 F 5.047564 -2.831376 3.256260
63 F 3.661159 -1.306386 3.896720
64 C 2.599308 -3.560708 2.189046
65 F 2.365861 -3.555429 3.504633
66 F 1.438319 -3.747319 1.575158
67 F 3.369314 -4.639214 1.929776
68 C 2.201559 -0.069920 -1.155187
69 C 3.067101 0.021949 -2.292622
70 C 3.786396 1.195551 -2.520132
71 C 4.625353 1.276671 -3.618578
72 C 4.735237 0.202739 -4.492082
73 C 4.007396 -0.960034 -4.269786
74 C 3.173743 -1.058378 -3.170347
75 H 3.681679 2.024493 -1.831917
76 H 5.191943 2.181400 -3.796313
77 H 5.390998 0.271883 -5.350698
78 H 4.095136 -1.794319 -4.953472
79 H 2.605768 -1.958843 -2.975915

Atoms 1-6, force components in eV/Å:
Tc -0.34 0.08 0.03
Se 0.01 0.08 -0.03
P 0.01 -0.03 0.04
Se 0.03 0.00 0.00
C 0.03 0.01 -0.06
C 0.08 0.05 0.01

=====

Here is a molecular structure, C9H14BrF12NO13S4V from the Open Molecules 2025 dataset. Energies are from ωB97M-V with the def2-TZVPD basis set.

Results
orbital gap (alpha / beta)	4.95 / 6.06	eV
multiplicity	4
total charge	-2
relative energy (zero: lowest compared OMol25 entry of this formula, charge and spin)	0.0	kcal per mole

Atoms and positions in Å:
1 V -0.558198 -0.612269 -2.058913
2 Br -1.721502 -0.519280 -4.367031
3 C -0.020438 2.325857 2.270906
4 N 1.194325 1.506728 2.507260
5 C 2.352350 2.362140 2.314677
6 C 1.186727 0.913795 3.834062
7 C 1.279216 0.404052 1.451626
8 C -0.036542 -0.354972 1.290934
9 O 0.102761 -1.124856 0.108382
10 H 0.083950 3.230527 2.862586
11 H -0.889811 1.761352 2.596408
12 H -0.134299 2.516003 1.204802
13 H 2.243443 2.896183 1.382918
14 H 3.224665 1.706463 2.317295
15 H 2.438865 2.994971 3.201580
16 H 1.373307 1.723751 4.536182
17 H 2.039955 0.241594 3.867942
18 H 0.248206 0.404848 3.979625
19 H 2.029377 -0.281699 1.821031
20 H 1.460083 0.908106 0.512149
21 H -0.882896 0.318517 1.206001
22 H -0.224222 -1.055100 2.117029
23 H 0.114607 -2.078646 0.273207
24 C -4.482069 1.435299 -0.753731
25 F -5.071137 0.275451 -0.426017
26 F -4.543361 1.589902 -2.065133
27 F -5.197272 2.439274 -0.221499
28 S -2.729570 1.554137 -0.192021
29 O -2.801091 1.186718 1.215247
30 O -2.070573 0.567062 -1.047015
31 O -2.369266 2.925375 -0.473176
32 C 2.224291 -3.791325 -1.431697
33 F 1.605923 -4.535438 -2.345572
34 F 1.455057 -3.748107 -0.317416
35 F 3.366554 -4.394735 -1.097053
36 S 2.470583 -2.081752 -2.075321
37 O 3.452028 -2.256553 -3.113056
38 O 1.121751 -1.809869 -2.557760
39 O 2.903686 -1.340472 -0.911715
40 C -3.792611 -3.197720 -0.410125
41 F -4.327133 -4.242539 0.306834
42 F -4.403217 -3.171227 -1.605545
43 F -4.054025 -2.060456 0.247021
44 S -1.976976 -3.456175 -0.593331
45 O -1.515094 -3.321848 0.786160
46 O -1.863055 -4.781982 -1.136151
47 O -1.546611 -2.378070 -1.456177
48 C 2.995332 2.170247 -2.341331
49 F 3.612028 1.870567 -1.167873
50 F 3.575115 3.227705 -2.853606
51 F 3.181670 1.161043 -3.166858
52 S 1.193464 2.472236 -2.059904
53 O 1.210982 3.244289 -0.833115
54 O 0.731442 3.166945 -3.219997
55 O 0.739244 1.093944 -1.913712

Atoms 1-6, force components in eV/Å:
V -0.08 0.08 0.39
Br 0.12 0.07 0.04
C -0.61 -0.16 0.25
N -0.80 -0.44 -1.45
C 1.15 -0.15 0.77
C 0.69 0.23 0.24

=====

Here is 2 unconnected molecules or ions with the total composition C4H8S from the Open Molecules 2025 dataset. Energies are from ωB97M-V with the def2-TZVPD basis set.

Results
orbital gap	9.60	eV
multiplicity	1
total charge	0
relative energy (zero: lowest compared OMol25 entry of this formula, charge and spin)	59.2	kcal per mole

Atoms and positions in Å:
1 C -1.690154 -0.269294 0.849515
2 C -2.030782 0.743401 0.141436
3 C -2.177441 1.696484 -0.726675
4 H -0.730831 -0.285654 1.435907
5 H -2.255321 -1.126743 0.900123
6 H -2.779349 2.613737 -0.757972
7 H -1.696194 1.468956 -1.796453
8 C 1.869742 0.762284 -1.487144
9 S 1.398658 -0.204974 0.001338
10 H 2.654161 1.437206 -1.270971
11 H 1.039227 1.296188 -1.857613
12 H 2.336021 -0.031463 -2.043159
13 H -0.005313 -0.301807 -0.321029

Atoms 1-6, force components in eV/Å:
C 2.09 0.46 1.72
C -0.21 1.33 -0.71
C 0.62 -0.20 -3.25
H -1.33 0.29 -0.40
H -1.37 -1.81 0.06
H 0.33 -0.54 0.72

=====

Here is 6 unconnected molecules or ions with the total composition C18H50NO24P5 from the Open Molecules 2025 dataset. Energies are from ωB97M-V with the def2-TZVPD basis set.

Results
orbital gap	9.00	eV
multiplicity	1
total charge	0

Atoms and positions in Å:
1 C 0.211568 0.686838 0.899743
2 O -0.898624 1.493425 1.359095
3 P -1.531810 1.391267 2.821832
4 O -2.973337 1.596319 2.753104
5 O -0.828982 2.719246 3.455394
6 C 0.562161 2.957000 3.277003
7 O -1.093847 0.338147 3.910749
8 C -1.639413 0.533598 5.235210
9 H -0.063601 0.256415 -0.060385
10 H 1.079010 1.332279 0.769150
11 H 0.459326 -0.120627 1.587980
12 H 0.711109 3.699099 2.490096
13 H 1.110676 2.049509 3.018028
14 H 0.963771 3.346940 4.210414
15 H -2.664153 0.176047 5.273285
16 H -1.593280 1.579776 5.528019
17 H -1.030792 -0.057182 5.913198
18 C 1.069412 5.138235 -3.712966
19 O 0.595789 4.134551 -4.644618
20 P 1.480140 2.889113 -5.115974
21 O 1.160031 2.539361 -6.495094
22 O 0.831687 1.794195 -4.090115
23 C 0.702527 2.182492 -2.728825
24 O 3.005167 2.671064 -4.759794
25 C 3.528549 1.365929 -5.088039
26 H 0.880143 6.125616 -4.129409
27 H 0.521208 5.022352 -2.784881
28 H 2.136121 5.041884 -3.508971
29 H -0.330541 2.476351 -2.530349
30 H 1.364603 3.011812 -2.479807
31 H 0.961963 1.338297 -2.091184
32 H 3.736419 1.311516 -6.153216
33 H 2.841838 0.575831 -4.798814
34 H 4.456955 1.248787 -4.537342
35 C 4.169488 -1.747651 -9.085651
36 O 4.684663 -1.961979 -7.747427
37 P 4.011826 -2.990448 -6.638817
38 O 4.217012 -2.169358 -5.426755
39 O 5.188353 -4.101544 -6.908721
40 C 5.371745 -4.666073 -8.202006
41 O 2.958536 -4.105737 -6.118046
42 C 3.300642 -4.761916 -4.887627
43 H 4.084355 -0.675508 -9.248392
44 H 4.866530 -2.164670 -9.811805
45 H 3.188993 -2.197057 -9.233240
46 H 6.220174 -4.186879 -8.693735
47 H 4.487347 -4.560244 -8.835462
48 H 5.584160 -5.726543 -8.082943
49 H 3.071779 -4.110264 -4.047922
50 H 4.345885 -5.058959 -4.856808
51 H 2.678489 -5.652446 -4.819959
52 C -3.499248 -6.315056 -2.359949
53 O -2.104889 -6.672116 -2.508646
54 P -0.995743 -5.657288 -3.040119
55 O -0.018294 -6.365340 -3.859743
56 O -0.321663 -5.281254 -1.607736
57 C -1.133373 -4.947175 -0.490027
58 O -1.297016 -4.191784 -3.557025
59 C -0.131843 -3.387384 -3.815050
60 H -4.097839 -7.080740 -2.847243
61 H -3.749849 -6.285427 -1.301199
62 H -3.730349 -5.350624 -2.811737
63 H -1.203465 -5.805309 0.179758
64 H -2.139134 -4.637818 -0.781025
65 H -0.660399 -4.122356 0.040317
66 H 0.306317 -3.667280 -4.770298
67 H 0.605350 -3.488672 -3.021973
68 H -0.463663 -2.353362 -3.860396
69 C -6.458853 -2.238361 10.004091
70 O -5.223142 -2.117095 9.258562
71 P -4.434580 -0.735308 9.065617
72 O -3.834003 -0.697912 7.736771
73 O -3.273682 -1.054215 10.172855
74 C -3.612986 -1.525824 11.468351
75 O -4.801287 0.714491 9.607929
76 C -3.756600 1.697523 9.508134
77 H -7.175007 -2.775024 9.386700
78 H -6.272803 -2.807682 10.912680
79 H -6.882081 -1.269408 10.266843
80 H -3.447177 -2.603022 11.520452
81 H -4.650456 -1.310998 11.733199
82 H -2.965009 -1.032769 12.190878
83 H -3.694506 2.063233 8.485816
84 H -2.799717 1.288807 9.822400
85 H -4.040124 2.510943 10.170688
86 C -0.436485 5.213909 0.316057
87 O 0.746929 5.381795 -0.492651
88 C 1.656356 6.265631 -0.004434
89 O 2.808196 5.962942 0.093053
90 C 1.181546 7.675342 0.337135
91 O 1.990527 8.237113 1.357502
92 N 1.295588 8.200587 2.652645
93 O 1.311323 7.147662 3.117592
94 H -1.282766 5.712599 -0.147719
95 H -0.664207 4.152980 0.310022
96 H -0.287206 5.518849 1.346616
97 H 1.356549 8.293942 -0.539125
98 H 0.128993 7.730049 0.606230

Atoms 1-6, force components in eV/Å:
C -0.06 0.08 -0.19
O 0.81 -2.07 0.45
P -1.07 3.61 1.07
O -0.18 -0.39 -0.12
O -0.18 -0.07 -0.09
C -0.11 0.00 0.06

=====

| no. | strongest force on any atom (Eh/bohr) | molar mass (g mol⁻¹) |
| --- | --- | --- |
| 1 | 0.01118 | 1205.40 |
| 2 | 0.03327 | 831.30 |
| 3 | 0.06454 | 88.17 |
| 4 | 0.12986 | 819.45 |